No. 1
C43H54BMnN7O2PS3 | wB97M-V/def2-TZVPD

Geometry as XYZ:
```
112
Properties=species:S:1:pos:R:3:lowdin_charge:R:1
Mn -1.542 -0.145 2.172 0.24
C 3.199 3.499 2.978 -0.07
C 2.600 3.228 1.642 -0.26
C 2.787 4.099 0.602 0.06
C 2.082 3.879 -0.605 -0.21
N 1.393 2.796 -0.777 0.19
N 1.285 1.851 0.183 0.03
B 0.619 0.718 -0.489 -0.50
N -0.547 1.047 -1.353 0.05
N -0.466 0.839 -2.664 0.19
C -1.518 0.978 -3.431 -0.19
C -2.788 1.215 -2.871 0.09
C -2.895 1.471 -1.520 -0.23
C -4.211 1.704 -0.862 -0.05
C -1.709 1.455 -0.759 -0.55
S -1.685 1.943 0.887 0.76
C -1.278 0.864 -4.924 -0.53
C -1.019 -0.612 -5.250 -0.03
C -2.474 1.359 -5.742 -0.05
C -0.049 1.706 -5.293 -0.04
N 1.269 -0.602 -0.739 0.06
N 1.688 -0.802 -1.997 0.19
C 2.252 -1.928 -2.334 -0.20
C 2.414 -2.986 -1.408 0.08
C 2.012 -2.803 -0.108 -0.24
C 2.166 -3.832 0.958 -0.05
C 1.411 -1.566 0.215 -0.51
S 0.874 -1.311 1.808 0.78
C 2.803 -2.074 -3.736 -0.54
C 1.967 -3.117 -4.490 -0.02
C 4.261 -2.554 -3.659 -0.04
C 2.778 -0.734 -4.467 -0.04
C 1.767 2.091 1.446 -0.59
S 1.348 1.174 2.804 0.76
C 2.148 4.869 -1.744 -0.55
C 1.755 6.262 -1.236 -0.03
C 3.592 4.891 -2.266 -0.03
C 1.210 4.453 -2.876 -0.05
H 3.926 4.303 2.900 0.09
H 3.678 2.611 3.382 0.07
H 2.415 3.797 3.674 0.09
H 3.438 4.951 0.714 0.12
H -3.675 1.186 -3.480 0.12
H -5.002 1.775 -1.604 0.09
H -4.189 2.611 -0.259 0.07
H -4.425 0.866 -0.194 0.09
H -1.916 -1.206 -5.086 0.09
H -0.229 -0.995 -4.614 0.05
H -0.724 -0.713 -6.291 0.09
H -3.331 0.695 -5.646 0.08
H -2.194 1.385 -6.792 0.09
H -2.763 2.366 -5.448 0.09
H 0.771 1.499 -4.613 0.05
H -0.286 2.766 -5.237 0.09
H 0.261 1.476 -6.309 0.09
H 2.858 -3.919 -1.716 0.12
H 2.482 -4.784 0.542 0.09
H 1.228 -3.963 1.496 0.06
H 2.902 -3.499 1.690 0.10
H 2.015 -4.086 -3.998 0.08
H 2.352 -3.231 -5.501 0.09
H 0.924 -2.816 -4.549 0.07
H 4.338 -3.586 -3.327 0.08
H 4.843 -1.925 -2.986 0.09
H 4.702 -2.492 -4.651 0.09
H 1.786 -0.302 -4.436 0.04
H 3.075 -0.871 -5.503 0.09
H 3.467 -0.038 -3.998 0.09
H 2.428 6.614 -0.457 0.08
H 0.742 6.254 -0.838 0.09
H 1.798 6.965 -2.064 0.09
H 4.287 5.244 -1.507 0.08
H 3.656 5.557 -3.122 0.09
H 3.893 3.894 -2.582 0.09
H 0.180 4.424 -2.527 0.09
H 1.480 3.467 -3.242 0.07
H 1.288 5.170 -3.689 0.09
O -3.237 -2.475 -0.510 0.08
C -2.705 -2.151 0.523 -0.67
O -2.094 -1.036 0.719 -0.26
C -2.681 -3.118 1.746 -0.18
P -1.971 -2.216 3.194 1.04
C -0.683 -3.318 3.871 -0.41
C -0.663 -4.695 3.677 -0.09
C 0.345 -5.454 4.253 -0.07
C 1.322 -4.852 5.029 -0.07
C 1.289 -3.483 5.244 -0.07
C 0.298 -2.718 4.660 -0.15
C -3.231 -2.242 4.511 -0.34
C -2.991 -2.809 5.759 -0.08
C -3.919 -2.656 6.775 -0.07
C -5.086 -1.944 6.556 -0.08
C -5.342 -1.398 5.306 -0.08
C -4.412 -1.534 4.294 -0.10
H -2.036 -3.955 1.463 0.09
H -3.684 -3.504 1.941 0.10
H -1.427 -5.188 3.090 0.11
H 0.363 -6.522 4.097 0.11
H 2.108 -5.450 5.469 0.11
H 2.040 -3.017 5.863 0.11
H 0.264 -1.645 4.803 0.10
H -2.078 -3.358 5.938 0.10
H -3.712 -3.079 7.747 0.11
H -5.795 -1.802 7.359 0.11
H -6.257 -0.849 5.134 0.11
H -4.586 -1.083 3.322 0.11
C -1.972 2.427 5.698 -0.02
C -1.782 1.562 4.581 -0.15
N -1.606 0.833 3.695 -0.01
H -2.992 2.340 6.074 0.10
H -1.791 3.462 5.404 0.10
H -1.274 2.153 6.489 0.10
```

## Properties
Gap between HOMO and LUMO (alpha / beta) in eV: 5.2 / 5.6
Relative energy (zero: lowest compared OMol25 entry of this formula, charge and spin) in eV: 4.140
Total charge: +1
Calculated total energy in eV: -133779.6089
⟨S²⟩: 8.810
2S+1: 6

No. 2
CH3NOS2 | wB97M-V/def2-TZVPD

Geometry as XYZ:
```
8
Properties=species:S:1:pos:R:3:lowdin_charge:R:1
C -1.671 -0.138 -0.180 -0.66
N 1.344 0.114 0.265 -0.53
O -1.204 -0.485 0.897 -0.11
S -0.593 0.484 -1.514 0.66
S 2.771 -0.688 0.051 0.56
H -2.800 -0.225 -0.478 0.10
H 0.714 -0.115 0.997 0.00
H 1.438 1.054 -0.038 -0.02
```

## Properties
Gap between HOMO and LUMO (alpha / beta) in eV: 7.9 / 6.5
Relative energy (zero: lowest compared OMol25 entry of this formula, charge and spin) in eV: 1.985
Calculated total energy in eV: -26290.9841

Number 2 is which compound? CH3NOS2

The lowest calculated total energy belongs to which entry? C43H54BMnN7O2PS3